No. 1
{
  "formula": "H34NaO17",
  "method": "ωB97M-V/def2-TZVPD",
  "mol_weight_da": 329.2,
  "total_charge": 1,
  "orbital_gap_ev": 9.31,
  "e_lumo_ev": -3.272,
  "energy_ha": -1461.67262,
  "symbols": ["Na", "O", "H", "H", "O", "H", "H", "O", "H", "H", "O", "H", "H", "O", "H", "H", "O", "H", "H", "O", "H", "H", "O", "H", "H", "O", "H", "H", "O", "H", "H", "O", "H", "H", "O", "H", "H", "O", "H", "H", "O", "H", "H", "O", "H", "H", "O", "H", "H", "O", "H", "H"],
  "positions_angstrom": [[0.1741, -0.2146, -0.0570], [-1.4432, -1.2505, 1.7590], [-0.8174, -0.7950, 2.3221], [-2.2904, -1.1164, 2.1840], [0.8188, -0.7909, -3.2985], [1.4976, -0.2814, -3.7411], [0.0528, -0.2169, -3.2937], [1.2119, 2.9922, 2.5286], [0.8582, 3.6700, 1.9526], [1.9863, 3.3929, 2.9235], [-1.7486, -0.9681, -1.5831], [-1.9872, -0.1992, -2.1007], [-2.1883, -1.6975, -2.0200], [-3.6145, 1.9682, 1.5390], [-3.5520, 1.9570, 2.4941], [-3.5872, 1.0454, 1.2859], [1.8476, -3.4284, 3.0568], [1.6191, -3.8969, 2.2540], [1.7614, -4.0833, 3.7496], [-1.2320, 4.8032, -0.7300], [-1.5248, 5.4716, -1.3494], [-0.4249, 4.4587, -1.1124], [-1.3721, 1.0364, -3.4749], [-1.0077, 1.8446, -3.8357], [-2.2435, 0.9708, -3.8655], [-0.9189, 2.1730, 0.2238], [-0.8056, 3.1188, 0.1299], [-1.7898, 2.0726, 0.6080], [-3.8414, -0.3306, 0.2669], [-3.1190, -0.9333, 0.0906], [-4.6297, -0.8369, 0.0708], [-0.2018, -3.7325, 0.7346], [-0.5760, -3.0646, 1.3092], [0.0759, -3.2507, -0.0444], [1.9725, -0.8747, 1.3749], [2.5589, -0.1637, 1.6332], [2.1498, -1.5730, 2.0051], [2.3254, 0.9784, -0.9346], [2.3226, 1.1054, -1.8834], [3.0635, 1.5030, -0.6245], [-0.1675, 0.7075, 2.9971], [0.4329, 1.4042, 2.7319], [-1.0031, 1.1521, 3.1396], [0.9037, -2.3534, -1.1556], [0.8984, -1.9061, -2.0019], [1.7535, -2.7927, -1.1217], [0.5028, -3.4730, -4.2052], [1.3199, -3.4483, -4.7031], [0.4161, -2.5914, -3.8425], [4.2552, 0.6770, 2.1233], [4.5248, 1.5855, 1.9886], [4.7832, 0.1754, 1.5022]],
  "forces_ev_per_angstrom": [[0.1, -0.1, 0.3], [-0.3, -0.6, -0.8], [0.7, 0.5, 0.6], [-0.3, -0.1, 0.1], [0.4, 0.3, 0.0], [0.3, -0.1, -0.3], [-0.8, 0.3, -0.1], [0.2, 0.1, -0.2], [-0.2, 0.1, -0.2], [0.2, 0.0, 0.3], [0.3, -0.1, 0.3], [-0.1, 0.4, 0.0], [0.0, -0.5, 0.0], [0.6, 0.7, 0.2], [-0.1, 0.2, 0.3], [-0.4, -0.7, -0.5], [0.3, 0.4, 0.0], [-0.4, -0.2, -0.5], [0.0, -0.1, 0.2], [0.1, -0.1, 0.2], [-0.2, 0.3, -0.1], [0.3, 0.1, -0.4], [0.2, -0.1, 0.1], [0.1, 0.4, 0.0], [-0.3, 0.0, -0.3], [0.9, -0.7, -0.2], [-0.4, 0.1, 0.0], [-0.8, 0.1, 0.3], [-0.2, -0.2, 0.1], [0.6, -0.1, -0.2], [-0.4, 0.0, 0.1], [0.0, -0.8, 0.6], [-0.3, 0.2, 0.3], [-0.1, 0.1, -0.4], [-0.4, 0.0, -0.5], [0.4, 0.4, 0.2], [-0.2, -0.5, 0.5], [-0.4, -0.1, 0.0], [0.0, 0.0, -0.2], [0.2, 0.1, 0.2], [-0.4, -0.7, 0.3], [0.4, 0.5, -0.1], [-0.1, 0.3, 0.1], [0.2, 0.2, 0.2], [-0.1, 0.2, -0.5], [0.3, -0.2, 0.2], [-0.2, -0.4, 0.0], [0.2, -0.1, -0.2], [0.0, 0.2, -0.1], [-0.3, 0.1, -0.1], [0.1, 0.3, 0.1], [0.3, -0.3, -0.1]],
  "mulliken_charge": [0.433, -0.467, 0.394, 0.230, -0.665, 0.255, 0.399, -0.560, 0.246, 0.267, -0.372, 0.306, 0.233, -0.661, 0.326, 0.361, -0.663, 0.314, 0.286, -0.630, 0.297, 0.273, -0.599, 0.242, 0.262, -0.212, 0.136, 0.321, -0.660, 0.316, 0.274, -0.677, 0.381, 0.419, -0.299, 0.269, 0.229, -0.403, 0.222, 0.226, -0.601, 0.343, 0.241, -0.590, 0.318, 0.230, -0.634, 0.295, 0.398, -0.656, 0.285, 0.323]
}



No. 2
{
  "formula": "H34O17",
  "method": "ωB97M-V/def2-TZVPD",
  "mol_weight_da": 306.3,
  "de_lowest_kcal_mol": 90.9,
  "total_charge": 0,
  "orbital_gap_ev": 10.01,
  "e_lumo_ev": -0.016,
  "energy_ha": -1299.38517,
  "symbols": ["O", "H", "H", "O", "H", "H", "O", "H", "H", "O", "H", "H", "O", "H", "H", "O", "H", "H", "O", "H", "H", "O", "H", "H", "O", "H", "H", "O", "H", "H", "O", "H", "H", "O", "H", "H", "O", "H", "H", "O", "H", "H", "O", "H", "H", "O", "H", "H", "O", "H", "H"],
  "positions_angstrom": [[-1.2330, 1.3797, 1.7756], [-1.8469, 2.0109, 2.1570], [-1.3779, 1.6413, 0.8465], [-0.9771, -1.9002, 4.9913], [-1.8320, -2.3733, 4.9470], [-0.6419, -1.4398, 4.2028], [-1.5392, 4.0906, -3.1574], [-1.8061, 3.2517, -2.7392], [-0.7105, 3.8997, -3.5941], [2.4332, -0.8890, 4.6859], [3.3940, -0.8548, 4.6328], [2.1037, -1.1150, 5.5247], [0.1593, -2.2883, 1.4846], [0.9143, -2.5204, 0.9722], [0.0337, -1.3432, 1.5819], [1.0232, 3.6677, 3.5687], [0.3500, 3.2392, 3.0293], [0.7191, 4.5169, 3.8763], [4.1353, 2.4508, -0.5689], [4.7173, 2.8482, 0.0843], [3.3849, 2.1962, -0.0539], [-3.4286, 0.5416, 0.7095], [-3.8337, 0.7055, -0.1358], [-3.0425, -0.3149, 0.8648], [3.3101, -1.5319, 1.9267], [3.1540, -0.9333, 2.7346], [4.0909, -2.0598, 2.2061], [-3.1387, -3.5047, -2.4733], [-2.8053, -3.6546, -3.3530], [-3.3961, -4.3511, -2.1074], [-2.2748, -1.7656, 0.1601], [-1.6243, -1.9066, -0.5415], [-2.5058, -2.6339, 0.4445], [-2.9955, 0.2190, -2.2026], [-2.3716, -0.3759, -1.6331], [-2.4405, 0.9856, -2.4085], [2.0298, 0.6316, 0.9492], [2.3930, -0.1637, 1.3717], [1.8131, 1.2917, 1.5891], [2.2713, 2.0053, -3.2685], [2.5121, 2.1688, -2.3950], [2.8776, 1.5027, -3.7775], [1.3154, -2.7306, -3.7116], [1.4951, -1.8488, -4.1930], [0.6676, -3.2414, -4.1314], [-0.2395, 1.8974, -1.1640], [0.4245, 1.9222, -0.4623], [0.2558, 1.6816, -1.9694], [-1.6384, -1.5216, -3.9070], [-1.7193, -1.9554, -3.0875], [-2.5590, -1.5277, -4.2810]],
  "forces_ev_per_angstrom": [[0.8, 1.1, -0.4], [-0.4, -0.2, 0.6], [0.1, -0.8, 0.1], [0.2, -0.1, 0.8], [0.9, 0.8, -0.9], [-1.1, -0.8, 0.1], [-0.6, -0.4, 0.3], [0.3, 0.6, -0.2], [0.3, -0.1, -0.1], [0.5, 0.7, -2.6], [-0.2, -0.1, 1.0], [-0.2, -0.5, 1.8], [-1.3, -0.6, 0.9], [1.0, 0.4, -0.4], [0.4, 0.2, -0.5], [0.6, -0.6, -0.1], [-0.2, 0.3, 0.1], [-0.4, 0.2, -0.1], [0.6, 0.4, -0.5], [0.2, 0.1, -0.1], [-0.9, -0.7, 0.6], [-0.7, 1.9, 1.3], [0.1, -0.9, -0.6], [0.0, -0.4, -0.9], [0.7, 0.7, 2.3], [0.1, -1.7, -1.5], [-0.8, 0.4, -0.5], [0.0, 0.5, 0.5], [0.1, -0.4, -0.5], [0.0, -0.2, -0.1], [0.3, 0.6, -0.8], [0.0, -0.1, 0.5], [-0.2, -1.0, 0.4], [1.5, -1.2, 1.5], [-1.9, 1.9, -1.5], [-0.1, -0.3, 0.1], [0.1, -0.1, -1.1], [-0.1, 0.5, -0.4], [-0.3, 0.3, 1.1], [-2.7, 0.5, -2.0], [1.6, 0.1, 2.0], [1.1, -0.6, 0.0], [2.5, 3.0, 0.5], [-1.0, -2.5, 0.9], [-1.5, -0.5, -1.4], [0.1, 0.0, -0.2], [-0.1, -0.2, -0.1], [0.0, 0.0, 0.2], [-0.8, 0.3, -2.6], [-0.2, -0.7, 1.6], [1.3, 0.3, 0.7]],
  "mulliken_charge": [-0.544, 0.277, 0.290, -0.645, 0.301, 0.336, -0.653, 0.303, 0.319, -0.585, 0.299, 0.287, -0.579, 0.258, 0.318, -0.628, 0.332, 0.295, -0.630, 0.289, 0.348, -0.602, 0.286, 0.359, -0.627, 0.280, 0.285, -0.595, 0.304, 0.286, -0.518, 0.262, 0.225, -0.590, 0.191, 0.382, -0.585, 0.269, 0.339, -0.597, 0.315, 0.284, -0.619, 0.319, 0.294, -0.447, 0.198, 0.290, -0.577, 0.290, 0.310]
}